[1]
Here is C44H49BrN9O2PY as an isolated structure in a non-equilibrium geometry from the OMol25 dataset. Energies are from the ωB97M-V functional and the def2-TZVPD basis.

Computed properties:
LUMO level, eV: -2.269
Energy relative to the best compared isomer or geometry (same formula, charge and spin), kcal per mole: 18.3
Charge: +1
DFT total energy, a.u.: -5303.14337
Gap between HOMO and LUMO, eV: 6.95

Each line ends with the Mulliken charge.
CARTESIAN COORDINATES (ANGSTROEM)
Y  -0.24242  0.71533  0.81036  -0.5243
Br  -1.16927  -2.53439  2.20749  0.1873
P  2.16133  -1.22902  0.52442  1.5452
O  -0.53567  2.39890  2.35843  -0.3321
O  -0.17601  3.19093  4.43025  -0.7555
N  -0.59095  -0.55912  -1.03766  1.3193
N  -1.63875  2.68619  -0.15256  0.8274
N  3.30789  3.44136  -0.73399  0.1310
N  -3.05009  0.62545  1.31283  0.6500
N  -0.51656  -0.09501  3.19600  1.8633
N  1.63106  2.01918  -0.58680  1.7590
N  2.12199  1.67882  2.17952  0.9429
N  3.25078  3.56427  2.35344  -0.0220
N  -3.70351  1.69716  -0.68757  0.4157
C  3.72923  -0.31549  -0.02467  1.2111
C  -2.75690  -2.50868  -0.62960  -1.3849
C  -5.27623  0.35054  0.44247  -1.0535
C  4.78659  -0.19099  1.07599  -1.8454
C  -0.71600  -1.34413  3.59284  -0.4376
C  -0.02662  -2.07821  -2.86300  -0.2497
C  3.23811  2.99921  3.60184  -0.9228
C  -0.84329  1.39879  -3.22915  -0.8847
C  2.56817  2.72851  1.53181  0.0313
C  -0.36669  2.30305  3.61826  0.0284
C  1.49491  -1.95769  -1.00969  -0.4017
C  -5.65829  -0.37887  1.53563  -0.6865
C  -0.56530  -0.75735  5.87873  -0.7318
C  -3.96967  0.87118  0.38275  0.5886
C  -3.12760  0.52982  -3.59242  -0.9771
C  -1.81248  -0.45592  -1.80257  0.0714
C  0.74730  -3.04207  -3.46838  -0.9257
C  -0.73143  -1.74327  4.91611  -0.8517
C  -2.25978  4.82310  -1.82378  -0.7341
C  -3.48469  -0.02413  2.41180  -0.6575
C  2.53965  1.83753  3.47465  -0.6346
C  2.25249  -2.93871  -1.66600  -0.0791
C  -5.45314  -0.26719  -4.17263  -1.4695
C  -2.86009  -1.37168  -1.60511  1.8750
C  4.38127  -0.72138  -1.34705  -1.9127
C  2.95398  -2.52448  1.63555  1.0712
C  -3.10954  3.75260  -1.71455  -1.3625
C  4.00597  -3.46806  1.04446  -2.1098
C  2.76206  -4.57193  -3.51739  -1.8371
C  -1.12003  4.86591  -1.01957  -1.1825
C  -1.95634  0.47799  -2.84275  0.9442
C  1.91307  -3.51273  -2.87349  0.2734
C  -0.41867  0.85915  4.13217  0.1081
C  2.44919  2.80525  0.09256  -1.0964
C  0.28468  -1.50218  -1.60619  -0.8792
C  -4.19106  -0.32765  -3.35654  0.3049
C  2.01494  2.13696  -1.90272  -0.2745
C  -4.74458  -0.54106  2.57595  -1.1059
C  -4.02510  -1.27775  -2.35846  -1.1076
C  -2.77965  2.70590  -0.83619  0.4480
C  3.04083  3.01939  -2.01403  -1.4920
C  -0.87305  3.79133  -0.20209  -0.0412
C  2.01072  -3.35648  2.49083  -1.5064
C  -0.42957  0.56454  5.48498  -0.6469
H  -4.81622  -1.99859  -2.17554  0.4162
H  -5.60608  -1.19711  -4.72206  0.3439
H  -0.00245  0.82078  -3.62221  0.2793
H  3.35081  0.68632  -0.18253  -0.4580
H  -6.65763  -0.78830  1.60015  0.4497
H  5.31637  -1.12651  1.25843  0.3269
H  3.67653  -4.74142  -2.94877  0.3624
H  1.38489  -2.73595  3.12797  0.1805
H  3.04597  -4.28987  -4.53273  0.3584
H  5.53537  0.54059  0.76117  0.4155
H  -4.03766  3.71286  -2.26914  0.4779
H  -2.49825  5.63989  -2.49219  0.4593
H  2.22888  -5.52246  -3.58167  0.3576
H  2.31563  1.11399  4.23908  0.5604
H  5.13844  0.02418  -1.60428  0.4517
H  4.58000  -3.90510  1.86468  0.4709
H  4.88817  -1.68393  -1.29208  0.2714
H  3.60003  3.36818  -2.86343  0.4807
H  -5.41820  0.54662  -4.89620  0.4085
H  4.06815  4.04009  -0.46297  0.2118
H  -0.57882  -1.02172  6.92787  0.4793
H  -0.45625  5.71770  -1.02062  0.5107
H  2.60603  -3.99928  3.14303  0.5365
H  -4.41133  1.68107  -1.39988  0.3047
H  -0.02991  3.79132  0.47298  0.5398
H  -3.19774  1.25662  -4.39582  0.3497
H  3.53700  -4.29344  0.50996  0.4743
H  -5.00497  -1.05652  3.48865  0.4956
H  1.56024  1.55403  -2.67801  0.1467
H  3.66459  -0.76561  -2.16448  0.4378
H  -3.19758  -2.23788  0.33267  0.1643
H  1.37376  -4.00010  1.88584  0.3391
H  -6.33250  -0.12116  -3.54046  0.3084
H  3.47712  -1.85215  2.32575  0.2763
H  3.62405  4.47011  2.13123  0.2039
H  -0.49584  1.98041  -2.38151  -0.3477
H  -1.71922  -2.80001  -0.47301  -0.0272
H  -0.34703  1.38137  6.18766  0.6193
H  -1.16550  2.09167  -4.00635  0.5405
H  0.43299  -3.43506  -4.42938  0.4679
H  -5.96467  0.55029  -0.36764  0.4764
H  4.36401  0.15544  2.02012  0.3770
H  3.17949  -3.25130  -1.21788  0.1361
H  4.71069  -2.97593  0.37849  0.3274
H  -2.76780  -0.12130  3.20921  0.5749
H  -0.92269  -1.76761  -3.37738  0.5259
H  3.69582  3.47443  4.45065  0.4589
H  -3.30149  -3.37338  -1.00846  0.3927
H  -0.89237  -2.77899  5.17560  0.6059

[2]
Here is C44H49ClIN6OP2Zn as an isolated structure from the OMol25 dataset. Energies are from the ωB97M-V functional and the def2-TZVPD basis.

Computed properties:
LUMO level, eV: -1.840
Charge: +1
DFT total energy, a.u.: -5329.63751
Gap between HOMO and LUMO, eV: 8.85

Each line ends with the Mulliken charge.
CARTESIAN COORDINATES (ANGSTROEM)
I  -0.67055  -2.82922  -5.58675  0.1804
Zn  1.36474  -1.12886  0.22942  1.3061
Cl  0.94282  1.29681  -7.37682  -0.2171
P  1.10443  -1.68836  3.31067  0.5376
P  -0.31561  -2.77302  1.02826  0.3099
O  -1.41053  5.21660  -0.18480  -0.6462
N  1.66633  -0.72116  -2.81925  0.0413
N  -1.08433  2.30594  0.94949  -1.0508
N  0.24911  -3.01773  2.59185  -0.1933
N  0.92078  -1.40033  -1.93504  0.1215
N  -1.00410  2.24498  -0.39401  1.9258
N  0.15216  0.55645  0.31521  0.1605
C  -0.98615  -0.74055  6.67063  -0.7315
C  4.98476  -1.99831  4.44472  -0.6107
C  -1.73814  3.67018  -4.61472  0.0717
C  -3.79648  -1.12785  2.43389  -0.8757
C  -0.77620  -1.83250  7.49695  -0.5517
C  -0.95551  1.53749  -5.46587  -0.3511
C  -2.40228  -1.21930  0.04121  -0.0318
C  -0.22908  -6.78538  0.33351  -0.7796
C  5.41755  -3.18091  3.85686  -0.5473
C  1.09130  3.83671  -2.68004  -1.5137
C  -0.27959  1.19944  -0.75721  -1.0004
C  -3.59420  -0.51837  0.11937  -0.6533
C  -1.01802  4.59020  -1.40596  2.0080
C  3.67359  -1.58700  4.28636  -0.6489
C  -1.36030  -6.99595  -0.44145  -0.5743
C  2.77529  -2.36124  3.55296  0.0093
C  -1.77679  5.29521  -2.58239  -1.4028
C  -0.11485  2.20565  -6.33821  0.1828
C  0.54855  4.64158  -1.50247  1.9618
C  -0.11150  3.58957  -6.40680  -0.7178
C  1.02277  6.09482  -1.68626  -1.7636
C  -4.29016  -0.46743  1.31891  -0.8635
C  -0.36745  1.28330  1.33967  -0.6436
C  0.40174  -1.75754  4.98176  0.3766
C  -1.88533  -4.65518  -0.31208  -0.5179
C  1.34043  -1.01731  -4.09029  -0.0399
C  -2.55550  4.47973  -3.63806  -1.2906
C  -1.90321  -1.89341  1.15295  1.0731
C  0.61592  -2.84930  5.82488  -0.3799
C  -2.61119  -1.84289  2.35011  -0.4800
C  -1.63189  3.19303  -1.29480  -2.1968
C  4.53341  -3.94692  3.11542  -0.5944
C  -2.18545  -5.93035  -0.76577  -0.7693
C  -0.39735  -0.70459  5.41371  -0.2102
C  3.21487  -3.53832  2.96456  0.1267
C  0.02395  -2.88732  7.07519  -0.6417
C  3.32464  -0.88927  0.17177  -1.7063
C  -0.92507  4.30769  -5.54823  -0.1569
C  -1.76945  2.27961  -4.61927  -0.3342
C  0.10347  -2.14937  -2.66010  -0.2541
C  0.32118  -1.94376  -4.02912  -1.0994
C  1.19816  4.12427  -0.20269  -1.6380
C  -0.75197  -4.43946  0.46858  0.5402
C  0.08026  -5.51216  0.78249  -0.1423
H  2.42970  -0.15460  -2.47926  0.1387
H  2.18191  3.86573  -2.65519  0.5295
H  2.16435  4.60793  -0.06403  0.5597
H  -3.29092  3.83374  -3.15441  0.3535
H  -2.44395  1.75698  -3.95132  0.6656
H  3.72168  -0.52773  1.11841  0.3493
H  -0.98203  0.45693  -5.45901  0.4230
H  -0.21357  1.02548  2.37157  0.3837
H  -0.60213  -2.81124  -2.18720  0.4247
H  6.44312  -3.49981  3.97616  0.3982
H  0.41687  -7.61348  0.58908  0.4470
H  -1.22996  -1.86134  8.47748  0.3946
H  -1.11260  5.98250  -3.10083  0.2202
H  0.65924  6.76505  -0.90585  0.4715
H  1.26100  -3.65942  5.50647  0.4154
H  -3.14345  5.20747  -4.20315  0.5805
H  0.75310  6.51979  -2.64999  0.3720
H  0.79345  2.78680  -2.65188  0.0906
H  -2.66960  3.30464  -0.97872  0.4888
H  3.58727  -0.13646  -0.57738  0.3284
H  -1.61051  2.69708  -2.26129  0.0476
H  0.19348  -3.73337  7.72650  0.4172
H  4.86697  -4.86516  2.65323  0.4313
H  0.96333  -5.35756  1.38658  0.2516
H  -0.10759  0.92427  -1.78244  0.4208
H  -1.85012  -1.22697  -0.89185  0.2390
H  -3.07083  -6.09062  -1.36477  0.4363
H  3.85488  -1.80749  -0.07629  0.3842
H  -2.23528  -2.34173  3.23416  0.3705
H  1.84299  -0.56684  -4.92666  0.5579
H  3.34717  -0.66018  4.74419  0.4036
H  0.52790  4.09220  -7.11742  0.4683
H  -0.91122  5.38953  -5.59493  0.4053
H  -2.55054  -3.83594  -0.55322  0.3679
H  0.77708  4.23986  -3.63635  0.1979
H  -5.21322  0.09046  1.38655  0.4245
H  2.52804  -4.13931  2.38283  0.1578
H  2.10968  6.11876  -1.62364  0.5006
H  0.58828  4.33687  0.67356  0.3037
H  -4.33353  -1.08591  3.37104  0.4547
H  -1.60199  0.08259  7.00255  0.4535
H  -1.08992  6.12568  -0.18400  0.6143
H  -0.32528  -3.58000  3.21494  0.4537
H  1.39387  3.05283  -0.23374  0.1361
H  -3.97884  -0.00609  -0.75223  0.5240
H  -0.56067  0.14846  4.76699  0.2671
H  5.67086  -1.39749  5.02477  0.4222
H  -1.60037  -7.99053  -0.78834  0.3996
H  -2.52208  5.91904  -2.08463  0.3410